Density functional theory data (ωB97M-V/def2-TZVPD) for a structure of composition C19H30N6O6S2SiW.

Properties
**Lowest unoccupied orbital energy (spin up / spin down)**: -0.973 / -1.670 eV
**2S+1**: 3
**Energy relative to the best compared isomer or geometry (same formula, charge and spin)**: 0.00 kcal per mole
**HOMO-LUMO gap (spin up / spin down)**: 6.428 / 6.518 eV
**⟨S²⟩**: 2.02
**Total charge**: 0
**E_tot**: -2674.91198 Eh

Last column: Mulliken spin population.
Positions of all 65 atoms, in Å:
W  0.293  0.034  0.123  0.229
O  -0.664  -0.240  1.709  0.120
N  -0.511  2.069  0.875  -0.006
C  -1.717  2.618  1.024  0.009
C  -1.866  3.884  1.550  -0.003
C  -0.726  4.583  1.939  0.004
C  0.518  3.997  1.821  -0.001
C  0.584  2.711  1.292  0.001
S  1.962  1.690  1.079  0.015
H  -2.566  2.019  0.727  -0.002
H  -2.852  4.310  1.659  0.000
H  -0.815  5.582  2.348  0.000
H  1.422  4.499  2.134  -0.001
C  -3.574  -0.891  -0.253  0.044
C  -2.971  0.208  -1.072  0.001
C  -3.754  0.978  -1.914  0.000
C  -3.158  1.994  -2.658  0.002
C  -1.801  2.215  -2.589  -0.001
C  -1.048  1.386  -1.749  0.008
N  -1.655  0.441  -0.988  0.001
N  0.278  1.370  -1.500  0.013
Si  1.476  2.123  -2.574  -0.005
C  3.252  1.668  -2.278  0.001
C  1.333  3.977  -2.321  0.002
C  1.042  1.630  -4.324  0.001
H  -4.389  -1.357  -0.807  0.000
H  -3.984  -0.488  0.675  -0.002
H  -2.829  -1.652  -0.027  -0.013
H  -4.812  0.774  -1.993  0.000
H  -3.767  2.613  -3.305  0.000
H  -1.326  2.998  -3.158  0.001
H  3.546  1.778  -1.236  -0.001
H  3.859  2.356  -2.875  0.000
H  3.471  0.648  -2.593  0.000
H  1.576  4.213  -1.281  0.000
H  0.339  4.379  -2.527  0.000
H  2.047  4.507  -2.956  0.000
H  1.008  0.540  -4.399  0.000
H  1.825  1.984  -5.000  0.000
H  0.090  2.026  -4.680  0.000
N  1.586  -1.223  1.380  -0.004
N  2.695  -1.718  0.649  0.006
C  2.673  -1.473  -0.703  -0.017
O  3.364  -2.043  -1.510  0.004
O  1.828  -0.484  -1.009  0.017
H  1.951  -0.646  2.129  0.001
H  0.536  -2.389  1.489  -0.010
H  2.985  -2.651  0.897  0.001
O  -2.953  -0.022  2.959  0.128
S  -1.999  -1.088  2.654  0.297
C  -2.923  -2.706  2.825  0.168
C  -2.224  -3.443  3.960  -0.008
C  -1.693  -2.384  4.929  0.010
C  -0.941  -1.380  4.070  0.016
H  -2.887  -3.212  1.864  0.004
H  -3.939  -2.393  3.067  0.008
H  -1.394  -4.020  3.554  0.004
H  -2.918  -4.130  4.447  0.009
H  -1.034  -2.816  5.682  0.002
H  -2.519  -1.891  5.447  0.001
H  -0.009  -1.784  3.678  -0.002
H  -0.768  -0.404  4.519  -0.004
O  -0.261  -3.049  1.398  0.147
N  -0.898  -2.748  0.235  0.752
O  -0.172  -1.834  -0.447  0.050

***

Density functional theory data (ωB97M-V/def2-TZVPD) for a structure of composition C19H31BLiN6.

Properties
**Lowest unoccupied orbital energy**: 3.019 eV
**2S+1**: 1
**HOMO-LUMO gap**: 6.123 eV
**Total charge**: -1
**E_tot**: -1103.67161 Eh

Last column: Mulliken charge in e.
Positions of all 58 atoms, in Å:
Li  0.547  -0.039  -0.128  0.745
C  1.984  1.884  2.526  -1.313
C  2.313  0.578  3.238  0.707
C  3.707  0.094  2.840  -1.157
C  1.276  -0.478  2.971  -0.057
C  1.048  -1.673  3.674  -1.312
C  -0.019  -2.248  3.021  -0.223
N  -0.384  -1.445  2.013  0.485
N  0.407  -0.350  1.979  -0.235
B  -1.553  -1.648  1.010  -0.230
N  -2.239  -0.302  0.740  -0.089
C  -3.515  0.051  0.963  -0.319
C  -3.678  1.363  0.581  -1.440
C  -2.403  1.750  0.122  0.058
N  -1.557  0.739  0.217  0.543
C  -1.956  3.096  -0.383  0.762
C  -2.035  4.134  0.738  -1.359
C  -0.553  3.052  -0.975  -1.023
N  -1.018  -2.248  -0.318  0.524
C  -0.955  -3.539  -0.674  -0.388
C  -0.398  -3.619  -1.931  -1.309
C  -0.153  -2.280  -2.284  -0.081
N  -0.519  -1.469  -1.303  -0.253
C  0.389  -1.743  -3.581  1.162
C  0.351  -0.222  -3.635  -1.378
C  -0.385  -2.337  -4.762  -1.578
H  2.734  2.643  2.767  0.491
H  1.990  1.729  1.445  0.014
H  1.000  2.257  2.808  0.302
H  2.311  0.753  4.323  0.303
H  3.744  -0.091  1.766  0.112
H  4.458  0.848  3.088  0.391
H  3.967  -0.832  3.355  0.369
H  1.575  -2.047  4.535  0.432
H  -0.556  -3.164  3.207  0.454
H  -2.329  -2.434  1.496  -0.199
H  -4.209  -0.660  1.377  0.433
H  -4.575  1.955  0.628  0.446
H  -2.655  3.400  -1.174  0.262
H  -1.369  3.850  1.554  0.219
H  -1.734  5.120  0.379  0.417
H  -3.045  4.209  1.144  0.373
H  0.182  2.772  -0.220  0.092
H  -0.478  2.321  -1.779  0.028
H  -0.278  4.033  -1.368  0.466
H  -1.316  -4.305  -0.008  0.459
H  -0.217  -4.506  -2.514  0.406
H  1.433  -2.068  -3.666  0.225
H  -0.682  0.128  -3.595  0.314
H  0.896  0.219  -2.802  0.071
H  0.795  0.126  -4.571  0.459
H  -1.423  -1.998  -4.738  0.345
H  0.055  -2.017  -5.709  0.416
H  -0.391  -3.427  -4.740  0.362
C  2.544  0.085  -0.814  -1.388
H  3.120  -0.545  -0.114  0.173
H  3.143  1.000  -0.946  0.237
H  2.607  -0.450  -1.775  0.272

***

Density functional theory data (ωB97M-V/def2-TZVPD) for a structure of composition C19H31ClI2P3Sn in a non-equilibrium geometry.

Properties
**Lowest unoccupied orbital energy (spin up / spin down)**: -11.927 / -11.747 eV
**2S+1**: 1
**Energy relative to the best compared isomer or geometry (same formula, charge and spin)**: 0.00 kcal per mole
**HOMO-LUMO gap (spin up / spin down)**: 4.860 / 5.219 eV
**Total charge**: +3
**E_tot**: -3035.35349 Eh

Last column: Mulliken charge in e.
Positions of all 57 atoms, in Å:
I  1.114  -0.070  2.328  0.146
I  1.826  2.157  0.511  0.159
Sn  -0.376  -1.752  -2.309  1.129
P  2.862  -0.345  0.297  0.354
C  4.177  0.339  1.429  -1.244
C  3.033  -2.128  0.499  -1.049
H  4.124  -2.177  0.445  0.423
H  4.586  -0.356  -1.137  0.412
H  2.592  -2.709  -0.328  0.368
H  3.143  -0.736  -2.122  0.360
H  4.055  0.136  2.494  0.440
H  2.653  -2.495  1.460  0.402
C  3.554  -0.065  -1.352  -1.014
H  5.014  -0.200  0.987  0.455
H  3.524  0.973  -1.707  0.392
H  4.376  1.416  1.387  0.494
P  -2.349  -0.057  -0.663  0.242
C  -3.729  0.915  0.104  -1.287
C  -2.996  0.360  -2.359  -1.094
H  -2.894  -2.439  -1.097  0.372
H  -4.383  -1.448  -1.012  0.348
H  -3.453  -1.899  0.489  0.314
C  -3.381  -1.597  -0.574  -1.023
H  -2.501  -0.231  -3.150  0.340
H  -4.082  0.185  -2.429  0.371
H  -4.621  0.729  -0.482  0.543
H  -3.405  1.960  0.098  0.327
H  -2.754  1.414  -2.589  0.339
H  -3.847  0.629  1.155  0.361
Cl  0.444  -3.640  -3.512  -0.247
C  -0.639  4.036  1.366  -1.811
P  -0.302  2.500  2.219  0.737
C  0.783  3.011  3.603  0.921
C  0.899  2.182  4.739  -0.412
C  2.119  2.056  5.407  -0.610
C  3.120  3.017  5.145  -0.525
C  2.976  3.901  4.063  -0.654
C  1.808  3.916  3.299  -0.577
C  -1.931  2.273  3.098  1.047
C  -2.851  3.321  3.168  -0.396
C  -4.026  3.158  3.907  -0.706
C  -4.275  1.960  4.572  -0.691
C  -3.392  0.882  4.417  -0.724
C  -2.217  1.011  3.653  -0.277
H  0.196  4.209  0.674  0.602
H  -0.680  4.825  2.122  0.529
H  -1.558  3.869  0.801  0.362
H  0.011  1.609  5.048  0.427
H  2.344  1.172  6.028  0.454
H  3.989  3.054  5.789  0.442
H  3.758  4.638  3.843  0.465
H  1.644  4.636  2.500  0.482
H  -2.631  4.298  2.714  0.376
H  -4.725  3.997  3.978  0.455
H  -5.166  1.869  5.191  0.452
H  -3.576  -0.052  4.925  0.466
H  -1.511  0.169  3.528  0.031

***

Density functional theory data (ωB97M-V/def2-TZVPD) for a structure of composition C19H31F16INNbO7PS in a non-equilibrium geometry.

Properties
**Lowest unoccupied orbital energy**: 1.965 eV
**2S+1**: 1
**HOMO-LUMO gap**: 6.664 eV
**Total charge**: -1
**E_tot**: -4016.19016 Eh

Last column: Mulliken charge in e.
Positions of all 78 atoms, in Å:
C  2.146  -1.979  2.886  -1.523
C  2.418  -2.148  1.393  0.399
C  3.206  -0.970  0.797  -0.740
N  2.379  -0.098  -0.020  0.125
Nb  1.864  1.800  0.244  -0.725
I  1.003  4.422  -0.077  -0.263
C  -0.044  1.368  1.408  -0.435
C  -1.389  1.999  0.999  -0.047
C  -2.066  2.954  2.012  -0.590
S  -1.065  3.810  3.262  -0.192
C  3.260  2.135  2.005  -0.303
C  3.240  3.440  2.832  -0.548
C  4.215  4.514  2.385  0.567
O  3.936  5.607  2.005  -0.557
O  5.533  4.169  2.515  -0.501
P  3.659  2.526  -1.593  0.913
O  4.673  3.538  -1.172  -0.652
O  4.491  1.204  -2.131  -0.513
O  2.934  3.021  -2.975  -0.499
H  1.424  -2.711  3.260  0.416
H  3.070  -2.091  3.463  0.367
H  1.745  -0.981  3.094  0.235
H  1.464  -2.246  0.862  0.284
H  2.979  -3.073  1.220  -0.013
H  3.646  -0.380  1.604  0.297
H  4.051  -1.344  0.201  0.166
H  1.740  -0.633  -0.593  0.060
H  0.817  1.439  -1.256  -0.007
H  -0.112  0.278  1.297  0.161
H  0.172  1.555  2.468  0.125
H  -1.276  2.530  0.053  0.273
H  -2.126  1.206  0.812  0.207
H  -2.886  2.451  2.531  0.345
H  -2.520  3.787  1.465  0.143
H  -0.740  2.729  3.987  0.090
H  2.946  1.315  2.679  0.241
H  4.299  1.897  1.720  0.347
H  3.542  3.205  3.868  0.422
H  2.244  3.885  2.885  0.079
H  5.585  3.291  2.909  0.331
H  5.425  1.446  -2.090  0.269
H  2.157  2.472  -3.133  0.264
C  1.708  -5.406  -3.496  -0.819
C  0.949  -4.332  -2.709  0.981
C  1.555  -2.925  -2.666  0.143
F  2.751  -2.958  -2.044  -0.213
F  0.729  -2.125  -1.962  -0.269
F  0.688  -4.762  -1.461  -0.263
F  -0.243  -4.179  -3.369  -0.336
O  2.497  -6.281  -2.719  -0.398
C  3.817  -6.067  -2.489  0.776
C  4.119  -6.014  -0.982  0.178
F  3.443  -5.005  -0.406  -0.165
F  5.443  -5.801  -0.811  -0.262
F  4.284  -4.983  -3.124  -0.274
F  4.502  -7.141  -2.970  -0.321
H  0.929  -6.037  -3.920  0.411
H  2.272  -4.960  -4.316  0.349
H  1.675  -2.521  -3.674  0.237
H  3.837  -6.960  -0.517  0.235
C  -7.933  2.076  0.587  -0.688
C  -8.686  1.117  -0.340  0.877
C  -8.249  -0.353  -0.357  0.072
F  -6.994  -0.474  -0.829  -0.207
F  -9.079  -1.040  -1.176  -0.277
F  -8.730  1.596  -1.595  -0.276
F  -9.969  1.079  0.149  -0.338
O  -6.941  2.865  -0.019  -0.378
C  -5.630  2.484  -0.039  0.821
C  -5.088  2.445  -1.477  0.177
F  -5.817  1.574  -2.209  -0.238
F  -3.812  2.027  -1.451  -0.189
F  -5.435  1.312  0.588  -0.294
F  -4.916  3.422  0.621  -0.317
H  -8.694  2.783  0.917  0.391
H  -7.561  1.546  1.464  0.326
H  -8.307  -0.782  0.646  0.294
H  -5.150  3.439  -1.923  0.236